No. 1
This record from the Open Molecules 2025 dataset describes a structure of composition CH5N3O2S. The level of theory is ωB97M-V/def2-TZVPD.

XYZ file:
```
12
Properties=species:S:1:pos:R:3
C 0.3046 0.7421 0.5122
N 1.8760 0.2072 -1.0160
N 1.6040 0.1680 0.2716
N -0.2540 0.3567 1.6912
O -0.2536 -1.7540 -0.3032
O -1.8257 -0.1417 -1.4752
S -0.2972 -0.4954 -0.9678
H 0.0978 1.7180 0.1489
H 2.6500 -0.5162 -1.1257
H -2.4840 -0.8171 -1.7671
H -0.6721 -0.5750 1.8503
H -0.7459 1.1074 2.1808
```

## Properties
Gap between HOMO and LUMO: 8.26 eV
Charge: 0

***

No. 2
This record from the Open Molecules 2025 dataset describes a cluster of 2 separate species, CH5N3O2S in total. The level of theory is ωB97M-V/def2-TZVPD.

XYZ file:
```
12
Properties=species:S:1:pos:R:3
C 1.3812 -0.2851 -0.0148
N 2.0425 -0.5621 1.0627
N -1.3367 0.7617 -1.2629
N -1.3271 0.7139 0.2040
O 1.4123 -0.3824 -1.1950
O -0.0509 0.8867 0.7507
S -2.3153 -0.6340 0.7919
H 2.8311 -1.1751 1.0536
H 1.5261 -0.1814 1.8426
H -0.3465 0.6312 -1.5631
H -1.7760 1.7103 -1.4459
H -2.0407 -1.4837 -0.2239
```

## Properties
Gap between HOMO and LUMO (spin up / spin down): 8.15 / 8.14 eV
Charge: 0

***

No. 3
This record from the Open Molecules 2025 dataset describes a cluster of 2 separate species, CH5N3O3 in total. The level of theory is ωB97M-V/def2-TZVPD.

XYZ file:
```
12
Properties=species:S:1:pos:R:3
C 0.3317 -0.1349 -2.6670
N 0.6412 0.0420 1.3767
N -0.0554 0.1722 2.4860
N 0.1669 0.3586 0.2620
O -1.1054 1.0338 0.1805
O 1.4575 -0.0813 -2.1129
O -0.7089 0.3623 -2.2747
H 0.1726 -0.7379 -3.6172
H -0.8766 0.7113 2.5739
H 0.3083 -0.0900 3.3016
H 1.3478 0.3063 -1.1448
H -1.1780 0.7993 -0.8857
```

## Properties
Gap between HOMO and LUMO (spin up / spin down): 6.79 / 7.72 eV
Multiplicity: 3
Charge: 0

***

No. 4
This record from the Open Molecules 2025 dataset describes the ion CH5N4 with charge +1. The level of theory is ωB97M-V/def2-TZVPD.

XYZ file:
```
10
Properties=species:S:1:pos:R:3
C -0.2588 0.3053 -0.0396
N -1.4270 0.4956 0.6353
N -1.3207 -0.4849 -0.4975
N 1.0198 0.7069 -0.2774
N 1.2264 -0.5001 0.2936
H -1.7787 0.3227 1.5624
H -1.8385 -0.1376 -1.5228
H 1.3855 1.1933 -1.1898
H 1.4638 -0.6047 1.2833
H 1.5282 -1.2965 -0.2474
```

## Properties
Gap between HOMO and LUMO (spin up / spin down): 6.72 / 6.59 eV
Multiplicity: 3
Charge: +1

***

No. 5
This record from the Open Molecules 2025 dataset describes the ion CH5N4O2 with charge +1. The level of theory is ωB97M-V/def2-TZVPD.

XYZ file:
```
12
Properties=species:S:1:pos:R:3
N -0.1190 -1.4324 0.0157
C -0.0939 -0.0873 -0.0460
N -1.2201 0.7096 -0.0433
O -2.4337 0.0637 0.1610
N 1.2581 0.5626 -0.0332
N 2.3900 -0.2615 -0.0349
O 3.4466 0.3006 -0.0104
H 0.8446 -1.9808 0.0642
H -0.9949 -1.8589 -0.1723
H -1.1405 1.6540 0.3644
H -3.1888 0.7282 -0.2247
H 1.2515 1.6021 -0.0404
```

## Properties
Gap between HOMO and LUMO: 10.00 eV
Structure (SMILES): [NH2+]=C(NO)NN=O
Charge: +1

***

No. 6
This record from the Open Molecules 2025 dataset describes a cluster of 2 separate species, CH5N4O2 in total. The level of theory is ωB97M-V/def2-TZVPD.

XYZ file:
```
12
Properties=species:S:1:pos:R:3
C -0.6209 -2.0712 1.1252
N -0.4089 1.7875 -0.7141
N -0.8211 -2.5442 2.1916
N -0.2722 0.7806 -1.4193
N 0.7636 0.0472 -1.3958
O -0.2866 -1.5069 0.1645
O 0.6213 2.1805 0.1658
H -1.0150 2.6275 -0.7866
H -0.5497 -3.4242 2.6599
H 1.5264 0.0995 -0.7248
H 0.7822 -0.7568 -2.1130
H 0.2810 2.7804 0.8467
```

## Properties
Gap between HOMO and LUMO: 10.12 eV
Charge: +1

***

Calculated values (kJ/mol) of ΔE to the lowest compared entry with this formula, charge and spin for the records, taken in order: 359.5; 407.4; 0.0; 570.4; 242.3; 166.7.
Calculated values (hartree/bohr) of maximum force for the records, taken in order: 0.06248; 0.07053; 0.18759; 0.13090; 0.07720; 0.06759.